1.
This record from the OMol25 dataset describes 8 unconnected molecules or ions with the total composition C28H67BN5O15 in a non-equilibrium geometry. The level of theory is wB97M-V/def2-TZVPD.

Net charge: -1
Energy relative to the best compared isomer or geometry (same formula, charge and spin), kJ/mol: 328.1
HOMO, Eh: -0.2527

Each line ends with the Löwdin charge.
Positions of all 116 atoms, in Å:
1 O 2.180 -1.615 -2.218  0.11
2 C 1.224 -1.288 -1.515  -0.30
3 O 0.226 -2.028 -1.033  0.24
4 B -0.698 -1.212 -0.251  -0.85
5 O -0.254 0.179 -0.445  0.22
6 C 0.925 0.213 -1.046  -0.28
7 O 1.658 1.235 -1.206  0.05
8 O -0.674 -1.609 1.218  0.18
9 C -1.961 -1.916 1.564  -0.27
10 O -2.344 -2.405 2.668  0.07
11 C -2.868 -1.833 0.268  -0.33
12 O -2.105 -1.376 -0.696  0.21
13 O -4.061 -2.188 0.230  0.09
14 C 3.150 -0.061 -5.627  -0.05
15 C 4.441 -0.688 -5.189  -0.45
16 C 5.379 0.177 -4.332  -0.19
17 O 6.728 -0.223 -4.088  -0.17
18 C 7.009 -1.432 -3.381  -0.11
19 N 4.072 -1.868 -4.461  0.03
20 H 2.616 -0.447 -6.495  0.08
21 H 3.254 1.012 -5.787  0.07
22 H 2.476 -0.174 -4.777  0.07
23 H 5.136 -1.079 -5.931  0.14
24 H 4.914 0.393 -3.370  0.12
25 H 5.499 1.130 -4.846  0.12
26 H 6.979 -1.414 -2.291  0.08
27 H 8.012 -1.781 -3.623  0.08
28 H 6.489 -2.311 -3.762  0.06
29 H 4.902 -2.401 -4.247  0.03
30 H 3.741 -1.598 -3.545  0.03
31 C 3.379 -2.314 2.969  -0.07
32 C 3.759 -0.839 3.264  -0.42
33 C 3.689 0.036 1.961  -0.20
34 O 4.674 -0.240 1.000  -0.17
35 C 4.542 0.498 -0.218  -0.08
36 N 2.840 -0.371 4.322  0.05
37 H 3.677 -2.973 3.785  0.06
38 H 4.009 -2.736 2.186  0.07
39 H 2.311 -2.405 2.772  0.07
40 H 4.741 -0.998 3.709  0.13
41 H 3.693 1.042 2.380  0.12
42 H 2.676 -0.203 1.636  0.12
43 H 4.579 1.567 -0.010  0.09
44 H 3.638 0.224 -0.762  0.05
45 H 5.380 0.269 -0.876  0.07
46 H 1.981 -0.136 3.846  0.04
47 H 3.383 0.410 4.662  0.07
48 C -5.116 -1.497 -2.446  -0.05
49 C -5.117 -0.015 -2.793  -0.42
50 C -6.438 0.680 -3.091  -0.16
51 O -7.019 0.057 -4.288  -0.20
52 C -8.310 0.516 -4.504  -0.15
53 N -4.291 0.709 -1.777  0.04
54 H -4.151 -2.000 -2.381  0.08
55 H -5.689 -1.789 -3.326  0.07
56 H -5.774 -1.687 -1.597  0.07
57 H -4.455 0.134 -3.647  0.13
58 H -6.309 1.738 -3.320  0.12
59 H -7.069 0.603 -2.205  0.12
60 H -8.889 0.332 -3.600  0.09
61 H -8.811 -0.060 -5.282  0.08
62 H -8.203 1.498 -4.967  0.09
63 H -3.380 0.441 -2.121  0.05
64 H -4.159 0.077 -1.000  0.03
65 C 2.223 4.967 -1.064  -0.06
66 C 1.961 5.022 -2.570  -0.37
67 C 3.322 5.241 -3.326  -0.20
68 O 3.623 6.626 -3.133  -0.20
69 C 4.881 7.116 -3.588  -0.11
70 N 1.253 3.756 -3.051  0.04
71 H 2.678 5.920 -0.793  0.07
72 H 2.872 4.136 -0.791  0.07
73 H 1.337 4.789 -0.453  0.07
74 H 1.345 5.870 -2.869  0.13
75 H 3.256 5.099 -4.405  0.11
76 H 3.985 4.409 -3.088  0.12
77 H 5.100 6.985 -4.648  0.07
78 H 5.733 6.680 -3.064  0.08
79 H 4.859 8.204 -3.541  0.08
80 H 0.276 3.951 -2.891  0.05
81 H 1.399 2.968 -2.437  0.01
82 C -2.598 -1.156 6.093  -0.06
83 C -1.075 -1.109 5.843  -0.41
84 C -0.395 -2.470 6.159  -0.17
85 O -0.137 -2.835 7.548  -0.17
86 C 0.573 -4.069 7.721  -0.13
87 N -0.870 -0.557 4.512  0.07
88 H -2.871 -1.600 7.051  0.08
89 H -3.146 -1.635 5.282  0.07
90 H -2.988 -0.138 6.125  0.07
91 H -0.661 -0.410 6.569  0.12
92 H 0.553 -2.420 5.624  0.10
93 H -0.913 -3.224 5.567  0.12
94 H 0.072 -4.955 7.331  0.07
95 H 0.720 -4.309 8.774  0.08
96 H 1.522 -4.171 7.194  0.08
97 H -0.089 -1.013 4.061  0.05
98 H -1.727 -0.694 3.996  0.04
99 C -7.881 -4.959 1.111  -0.11
100 C -7.265 -3.866 1.909  -0.33
101 O -7.176 -2.680 1.086  -0.08
102 H -8.877 -4.639 0.807  0.08
103 H -7.957 -5.856 1.725  0.07
104 H -7.179 -5.219 0.319  0.08
105 H -6.357 -4.158 2.436  0.11
106 H -8.002 -3.649 2.682  0.10
107 H -6.414 -2.871 0.533  0.04
108 C -1.399 2.515 2.437  -0.08
109 C 0.053 2.120 2.718  -0.37
110 O 0.870 2.837 1.874  -0.06
111 H -1.594 3.584 2.529  0.07
112 H -2.092 1.944 3.056  0.06
113 H -1.649 2.226 1.416  0.06
114 H 0.167 1.036 2.699  0.08
115 H 0.127 2.399 3.769  0.11
116 H 0.737 2.300 1.089  0.06

2.
This record from the OMol25 dataset describes 6 unconnected molecules or ions with the total composition C28H68Cl4N4 in a non-equilibrium geometry. The level of theory is wB97M-V/def2-TZVPD.

SMILES string: CCN(CC)CC.CCN(CC)CC.CCN(CC)CC.CCN(CC)CC.ClCCCl.ClCCCl
Net charge: 0
Energy relative to the best compared isomer or geometry (same formula, charge and spin), kJ/mol: 0.0
HOMO, Eh: -0.2759

Each line ends with the Löwdin charge.
Positions of all 104 atoms, in Å:
1 C 0.392 -8.798 28.033  -0.05
2 C -0.478 -7.920 29.061  -0.23
3 N -0.796 -6.663 28.406  -0.25
4 C -2.076 -6.225 28.415  -0.41
5 C -2.767 -6.202 29.661  -0.12
6 C 0.186 -5.528 28.456  -0.19
7 C 0.053 -4.467 27.313  -0.10
8 H 1.108 -8.206 27.741  -0.02
9 H -0.279 -9.244 27.250  0.08
10 H 0.518 -9.739 28.782  0.12
11 H 0.073 -7.523 30.037  0.14
12 H -1.441 -8.462 29.464  0.13
13 H -2.705 -6.906 27.512  0.15
14 H -2.594 -5.442 27.679  0.15
15 H -2.411 -6.946 30.354  0.07
16 H -3.799 -6.244 29.263  0.10
17 H -2.738 -5.253 29.978  0.02
18 H 1.163 -5.986 28.442  0.09
19 H 0.032 -5.125 29.438  0.09
20 H -0.928 -3.855 27.418  0.05
21 H 0.025 -4.820 26.240  0.09
22 H 0.997 -3.906 27.334  0.04
23 C -1.585 -5.901 33.724  -0.07
24 C -3.071 -5.519 33.576  -0.27
25 N -3.193 -4.163 33.131  -0.16
26 C -4.441 -3.808 32.485  -0.31
27 C -5.695 -4.350 32.894  -0.07
28 C -2.952 -3.201 34.238  -0.25
29 C -2.684 -1.858 33.676  -0.14
30 H -1.455 -6.778 34.424  0.10
31 H -0.843 -5.121 33.940  0.06
32 H -1.250 -6.090 32.778  0.01
33 H -3.757 -5.804 34.481  0.14
34 H -3.492 -6.215 32.893  0.09
35 H -4.103 -4.465 31.656  0.11
36 H -4.527 -2.999 31.889  0.09
37 H -5.694 -5.136 33.493  0.02
38 H -6.295 -4.406 32.040  0.08
39 H -6.003 -3.483 33.613  0.12
40 H -2.186 -3.495 34.864  0.09
41 H -3.862 -2.812 34.718  0.12
42 H -3.640 -1.280 33.204  0.13
43 H -1.916 -1.867 32.980  0.00
44 H -2.298 -1.093 34.425  0.09
45 C 3.503 -1.790 27.154  -0.14
46 C 4.952 -2.010 27.432  -0.29
47 N 5.364 -3.457 27.229  -0.15
48 C 6.772 -3.640 26.843  -0.26
49 C 7.728 -2.798 27.397  -0.12
50 C 5.079 -4.175 28.446  -0.29
51 C 4.654 -5.625 28.246  -0.11
52 H 2.934 -2.491 27.816  0.03
53 H 3.331 -1.976 26.152  0.04
54 H 3.141 -0.699 27.484  0.11
55 H 5.247 -1.543 28.425  0.12
56 H 5.340 -1.287 26.721  0.10
57 H 6.721 -3.119 25.877  0.13
58 H 6.748 -4.634 26.719  0.09
59 H 7.715 -1.849 27.878  0.10
60 H 8.541 -2.894 26.797  0.06
61 H 8.104 -3.285 28.206  0.05
62 H 4.065 -3.603 29.058  0.14
63 H 5.848 -4.260 29.184  0.09
64 H 3.600 -5.715 27.792  0.09
65 H 4.874 -6.329 29.036  0.06
66 H 5.237 -5.985 27.388  0.06
67 C 4.170 -0.802 33.727  -0.09
68 C 3.409 -0.391 34.964  -0.19
69 N 1.896 -0.420 34.766  -0.23
70 C 1.100 -0.450 35.825  -0.41
71 C 1.411 0.193 37.062  -0.11
72 C 1.562 0.595 33.807  -0.25
73 C 0.031 0.666 33.364  -0.12
74 H 3.966 -1.774 33.446  0.05
75 H 5.165 -0.914 33.792  0.04
76 H 4.094 -0.092 32.940  0.05
77 H 3.655 0.525 35.463  0.09
78 H 3.837 -1.096 35.749  0.14
79 H 1.484 -1.496 36.075  0.13
80 H 0.089 -0.955 35.639  0.15
81 H 2.422 0.547 37.160  0.06
82 H 1.182 -0.347 38.042  0.12
83 H 0.902 1.130 36.885  0.07
84 H 2.029 0.606 32.739  0.09
85 H 1.815 1.635 34.444  0.16
86 H -0.355 1.473 32.525  0.11
87 H -0.478 0.929 34.298  0.05
88 H -0.292 -0.239 32.955  -0.02
89 Cl -1.747 -0.134 30.646  0.64
90 C -0.717 0.849 29.618  -0.64
91 C -0.956 0.520 28.146  -0.54
92 Cl -0.314 -1.161 27.772  0.57
93 H 0.297 0.730 29.990  0.04
94 H -0.820 1.923 29.728  0.08
95 H -0.537 1.050 27.456  -0.01
96 H -2.005 0.526 27.917  0.07
97 Cl 2.706 -4.558 31.498  0.55
98 C 1.405 -3.410 31.893  -0.68
99 C 1.100 -2.472 30.730  -0.63
100 Cl 2.394 -1.217 30.562  0.58
101 H 1.757 -3.016 32.914  0.07
102 H 0.551 -4.155 32.242  0.09
103 H -0.071 -1.877 30.824  0.10
104 H 1.015 -3.111 29.939  -0.03

What is the energy relative to the best compared isomer or geometry (same formula, charge and spin) in the second record?
0.0 kJ/mol

net charge of number 2 (C28H68Cl4N4)?
0

What is the energy relative to the best compared isomer or geometry (same formula, charge and spin) in the first record?
328.1 kJ/mol